(1)
ORCA calculation (ωB97M-V/def2-TZVPD) on C4H6S in the gas phase in a non-equilibrium geometry.

Structure (ORCA input):
```
! wB97M-V def2-TZVPD RIJCOSX def2/J DEFGRID3
* xyz 0 1
H 0.04470 -2.12432 -1.64094
H 0.13918 1.66608 -1.47756
H -1.58651 2.20579 -1.62923
H 1.14689 -1.78979 -0.24378
C -0.80888 1.79850 -0.94902
C 0.05905 -1.96800 -0.58132
H -0.54880 2.53795 -0.14293
C -1.09739 0.43575 -0.50799
S -1.95432 -0.19113 1.08257
H -0.34566 -2.82136 -0.04952
C -0.82353 -0.79798 -0.41455
*
```

HOMO-LUMO gap ... 8.44 eV
Energy above the lowest of the compared OMol25 structures with the same formula, charge and spin ... 44.4 kcal/mol
E ... -15077.865 eV
Lowest unoccupied orbital energy ... 0.9 eV
Largest force on an atom ... 1.79 eV/A
SMILES ... CC1=C(C)S1

***

(2)
ORCA calculation (ωB97M-V/def2-TZVPD) on 12 unconnected molecules or ions with the total composition C78H150F18N4O14P2 in a non-equilibrium geometry.

Structure (ORCA input):
```
! wB97M-V def2-TZVPD RIJCOSX def2/J DEFGRID3
* xyz 0 1
H 22.51774 23.03303 21.98963
C 17.27344 19.54036 16.82220
C 28.16268 13.62781 12.96277
C 17.65219 24.99446 16.73683
H 27.40682 26.75648 15.48622
H 23.20814 18.28201 17.50111
C 31.45120 24.46857 17.06578
H 22.48484 22.58176 16.97555
H 17.13298 25.92533 16.38882
H 27.93686 20.58406 14.29585
C 21.93998 25.91817 14.57540
H 21.53241 24.99815 16.44000
H 20.38033 18.28850 12.73157
H 25.07988 16.55392 14.16998
H 20.00018 18.25498 15.01684
C 18.72471 18.32725 10.19703
H 24.28152 19.57569 17.27360
O 18.70849 23.05696 15.80688
F 19.05855 14.26353 13.20874
O 27.97708 15.62725 11.72212
H 27.72636 18.87285 13.99897
F 19.97990 15.36401 16.97858
H 22.13344 13.80087 16.59816
H 18.25560 16.79440 11.42043
C 24.26627 18.95750 20.12856
H 28.82840 17.65289 12.86039
C 22.11983 20.04011 25.97411
H 20.20734 18.02946 18.69904
C 21.73412 28.30071 15.33974
H 18.79812 16.60666 17.74206
O 21.17492 14.76722 14.48174
C 24.26181 18.51767 17.56827
C 24.66788 22.26070 13.98758
H 24.02964 15.17410 15.95900
O 26.92764 17.58107 12.38237
F 18.87255 15.04902 18.86242
H 24.06666 24.36734 18.91332
H 24.69300 17.96028 16.77793
H 26.36072 16.45950 10.81384
F 27.39315 18.61630 9.82627
H 21.38850 19.94249 14.06030
H 20.24216 23.60446 14.58325
C 22.78354 23.00971 19.89186
H 29.84202 21.44880 15.43822
N 19.15030 19.89689 18.16902
H 18.29680 19.28936 9.86730
C 23.28725 18.63456 23.32925
H 31.12938 20.88150 12.74406
F 14.87693 14.60369 11.02929
H 22.77491 16.05893 14.07374
H 20.58088 16.57520 14.97017
H 28.64934 22.84507 14.37745
H 26.52458 14.47531 20.31166
O 22.36783 15.35653 18.00899
H 20.87142 20.26481 19.27904
H 20.46419 17.12013 21.18026
H 22.50279 19.83153 20.88634
H 28.48251 27.35697 13.68279
H 22.48953 24.60221 18.55404
C 13.53710 14.48204 14.57924
H 22.80226 28.19092 15.20708
P 22.42526 17.83508 21.94616
H 28.75767 19.57657 15.34997
F 28.71770 20.71489 17.46357
H 29.27135 25.10278 16.80880
N 29.42554 19.63441 13.27874
H 24.98245 14.92764 22.98970
C 23.37801 23.04132 14.43533
C 25.53903 25.71777 14.53943
O 29.36540 22.54294 13.69434
C 19.93837 22.66489 15.04112
C 22.73301 23.75064 21.23324
H 25.53892 17.79300 12.45402
H 22.41176 19.67418 15.41142
N 14.62962 15.39840 15.02326
F 29.23899 17.87172 10.34474
O 24.59278 18.03046 12.84427
H 26.37239 14.54488 12.40879
C 30.06549 24.40045 16.50410
H 16.66847 18.43726 23.01168
H 30.30272 18.18614 12.08442
H 23.92252 15.46423 11.02433
H 24.51904 13.56721 16.26811
H 15.85429 13.87551 15.97887
O 21.89626 14.53279 12.30070
O 20.82824 22.15547 15.78803
C 15.73428 16.66589 10.35250
C 30.25850 21.72120 14.47129
C 20.63710 17.69818 22.11882
H 15.28777 18.61053 15.00027
H 24.76589 17.11454 19.14063
H 14.94834 24.33349 28.07583
H 22.12688 17.60402 24.86964
C 27.72383 26.68157 13.34993
F 18.93420 20.57174 14.38571
C 18.12296 20.35538 17.46022
H 31.78634 25.52246 16.92628
H 27.58971 13.02305 13.65128
H 21.31976 19.54441 26.47137
H 27.94251 19.64288 11.91790
C 28.39812 19.62003 14.33208
C 18.54636 17.62062 17.49429
H 19.71177 18.41313 10.59191
H 21.91800 20.45835 25.00267
C 28.85007 20.23388 12.03426
H 30.16713 24.55184 15.43590
H 18.47562 25.28406 17.40586
C 17.81409 17.76385 11.19110
P 23.69177 24.04879 15.86088
H 26.91155 27.15594 12.73711
H 13.74259 17.00830 14.10068
C 18.47137 19.05583 22.08004
H 22.40738 20.96399 26.52092
H 24.87664 18.23629 14.89915
C 22.78830 13.75884 11.53019
H 24.10058 14.05741 9.79231
H 21.24041 17.66048 16.12182
C 24.82104 18.14494 18.91182
C 28.16730 22.94727 16.88517
H 27.16726 15.46676 13.66037
C 29.70497 18.21517 13.00272
C 23.10642 18.03377 24.71116
O 16.48201 17.74560 10.63205
H 28.67461 21.33522 12.08982
H 22.90576 16.83685 15.52838
H 22.89087 19.65170 23.27528
C 20.95969 27.19391 14.74569
C 27.22904 16.78850 11.39976
O 29.63254 23.10690 16.89233
F 16.95508 14.62405 10.66109
O 27.58967 22.79832 15.73743
H 12.69307 14.98931 14.04242
C 21.35108 15.24333 18.90718
H 26.00286 21.27270 10.94274
C 27.09277 26.08019 14.62636
H 24.44290 13.84957 21.69754
H 31.20940 22.21524 14.66334
H 30.27890 17.78542 13.87234
H 23.19036 19.61484 13.72941
H 20.57380 16.98231 22.89260
F 19.87082 13.42662 17.90268
C 22.30191 19.46981 14.34140
H 25.85603 18.41739 18.93100
C 19.37909 18.49898 18.12220
H 22.24096 12.86389 11.23498
H 22.10321 13.04285 13.85513
C 23.42893 23.08394 17.33527
O 14.95544 16.65559 9.47445
H 18.69308 17.59816 9.32863
F 18.39328 22.26861 13.23875
F 19.80362 12.77157 11.90737
C 19.94801 19.07962 22.34454
H 16.85682 24.35988 17.20746
H 22.79517 26.19830 13.91753
H 24.17432 22.29866 17.45319
C 23.22076 23.78766 18.68876
H 17.64964 24.40681 14.69834
H 25.09704 16.72168 21.38052
H 25.31582 25.09454 13.68145
H 16.49760 19.85007 16.15704
H 22.63497 15.00293 9.81652
H 27.57732 25.09843 14.81881
H 21.29413 16.72913 12.53394
C 23.02965 16.14394 21.86717
H 23.77042 21.41448 12.17224
C 23.30167 19.07401 25.86635
H 26.08016 20.38494 12.46329
C 24.40729 15.91161 21.24870
H 23.61980 13.35383 12.06186
H 24.54103 22.97025 12.02109
C 14.51927 16.73798 14.80663
C 21.33063 17.78754 12.75540
H 19.56068 21.37452 19.60656
H 21.44522 25.18433 13.92722
H 18.04948 21.41293 17.38817
H 26.81125 22.03073 12.48091
N 21.87520 18.01805 14.15460
H 24.88451 26.64203 14.52664
C 24.21695 14.48207 16.74938
H 21.57904 29.25872 14.86467
C 20.83018 17.64546 15.14927
H 20.09522 26.84657 15.30361
H 25.65700 22.76921 14.13021
H 23.83012 17.24903 24.87199
H 20.44658 21.49256 18.03416
F 28.12956 22.02574 19.11668
H 22.00090 24.51656 21.23456
H 31.45409 24.25961 18.15175
H 27.09752 15.41650 21.65388
H 22.89802 13.32924 18.11708
H 26.92789 13.64699 21.96659
C 24.65678 22.01009 12.50187
C 18.29934 24.42794 15.57547
H 28.22685 13.12642 11.98211
C 15.65693 14.90001 15.82106
H 22.11947 18.46423 19.70021
H 20.05778 19.26232 23.42052
C 24.47503 17.51925 14.10807
C 15.94095 15.40848 11.17932
C 23.06831 17.04237 14.45605
H 19.12549 24.99392 15.19777
C 20.06961 20.85341 18.81540
C 27.93596 21.75252 17.79340
H 23.40659 18.45555 26.74587
H 18.09026 20.05673 22.38794
H 22.84738 15.78882 22.87341
C 25.04372 14.71368 21.92145
C 25.99234 21.40624 12.09005
H 21.63486 14.39169 19.59232
C 17.65344 18.03634 22.90825
H 29.58526 19.99629 11.22697
H 31.36331 19.89143 14.17283
C 22.80842 14.15164 17.34434
C 21.41163 13.90587 13.48973
H 24.23935 19.61858 25.76118
C 27.29960 14.87618 12.76966
C 16.56153 15.77442 16.34993
C 20.05984 14.70913 18.18686
H 20.52781 27.50253 13.76339
H 13.22448 14.00116 15.45754
F 19.69702 12.41858 14.21409
O 21.21022 16.39488 19.57032
H 21.82705 22.51800 19.68233
H 32.08270 23.76815 16.55334
C 22.37108 25.33002 15.88893
F 28.06166 16.57066 9.15904
H 21.61779 28.46281 16.42331
H 24.52008 19.96524 19.90455
H 25.13757 25.65380 16.59342
H 23.75436 24.12411 21.39343
C 15.42718 17.58386 15.24419
H 26.05624 24.17617 16.10682
H 24.91606 14.95236 17.43264
H 24.38809 18.72169 23.06566
H 22.24085 15.71207 21.18282
C 23.43302 14.62970 10.45083
H 17.34424 15.46609 17.05177
H 18.03704 17.79444 23.86670
H 24.89872 18.66680 20.99127
H 22.99560 23.67934 13.65339
H 17.73115 17.05548 22.36014
C 25.26428 24.88684 15.79488
F 16.14898 15.55787 12.45469
H 21.93743 18.26048 12.00154
C 17.41432 18.13231 16.71882
H 24.81549 21.42052 14.58352
H 29.16708 13.98850 13.32100
H 17.70193 18.42714 12.08090
C 26.46808 14.54538 21.45162
H 27.76581 23.88677 17.44907
H 18.35386 19.10125 20.93392
H 13.95939 13.62393 14.00271
H 20.44086 20.00242 21.90296
C 20.01145 13.28076 13.18918
C 19.42111 21.75490 13.93814
H 22.78717 26.15478 16.47697
C 30.60931 20.48228 13.60250
C 16.49023 17.19584 16.08329
H 28.25528 25.92799 12.72007
C 22.83152 18.83697 20.48517
H 22.63182 22.36495 14.70337
F 26.70508 21.31369 17.72365
H 23.43360 22.21124 20.21380
H 24.24792 15.76549 20.19889
C 28.02407 17.46315 10.16217
F 20.35320 21.50688 13.03407
*
```

HOMO-LUMO gap ... 1.06 eV
E ... -185422.093 eV
Lowest unoccupied orbital energy ... -3.5 eV
Largest force on an atom ... 3.70 eV/A

***

(3)
ORCA calculation (ωB97M-V/def2-TZVPD) on 2 unconnected molecules or ions with the total composition C5H11N in a non-equilibrium geometry.

Structure (ORCA input):
```
! wB97M-V def2-TZVPD RIJCOSX def2/J DEFGRID3
* xyz 0 1
H 5.36216 -1.25125 0.74492
C -3.50449 0.49526 -0.34063
H 1.33993 -1.59081 0.17087
H 2.34380 -0.04657 0.12651
H -2.75049 -0.27308 1.42556
H -4.52190 0.43861 0.06071
H 4.61356 -0.95440 2.09848
C 4.42097 -0.77789 1.02305
H -3.90087 2.19389 -1.53539
C -3.41725 1.22304 -1.63360
H -2.36701 1.53669 -1.77036
C 2.32906 -1.14150 0.07841
H -1.49990 0.51558 0.21975
H -3.69526 0.76671 -2.57334
H 4.36757 0.29654 0.84441
N 3.38190 -1.67163 0.55255
C -2.50179 0.24080 0.50808
*
```

HOMO-LUMO gap ... 10.72 eV
Energy above the lowest of the compared OMol25 structures with the same formula, charge and spin ... 61.9 kcal/mol
E ... -6850.844 eV
Lowest unoccupied orbital energy ... 1.0 eV
Largest force on an atom ... 2.74 eV/A
SMILES ... C=CC.C=NC

***

(4)
ORCA calculation (ωB97M-V/def2-TZVPD) on C16H20FN3O3S in the gas phase.

Structure (ORCA input):
```
! wB97M-V def2-TZVPD RIJCOSX def2/J DEFGRID3
* xyz 0 1
O 0.09330 0.29979 -3.51717
S 3.10384 -1.58443 6.17567
C -0.82055 1.34405 -3.21462
C -2.69400 1.69241 -5.97712
C 0.81370 -1.20820 0.41030
H 2.95687 0.77777 6.05211
C 0.62370 -0.67103 2.79369
C -2.22371 0.94261 -3.70081
C 2.42226 -2.65772 4.87278
H 0.52014 -3.02750 3.92451
C -0.74102 1.50487 -1.68968
C 0.01392 0.52471 2.38875
C 2.66002 -0.01455 5.36794
C 0.50554 -0.32905 -2.38984
C 1.01043 -1.51217 1.74009
C 0.95633 -2.31393 4.62343
H 1.15214 -1.90864 -0.33411
H 2.52288 -3.67989 5.23071
O 1.19902 -1.30438 -2.41942
H 3.02483 -2.52717 3.97461
C -2.49359 1.34494 -7.43408
H -1.43024 1.30912 -7.66167
H -1.73611 1.50638 -1.23547
N 0.00773 0.33072 -1.29711
H 0.61274 -0.11710 6.02273
C -0.17790 0.85831 1.06501
H -2.96551 2.10233 -8.05262
F 1.62856 -2.69678 1.98645
H -0.65135 1.79985 0.83966
H -2.93036 0.37362 -7.65277
H -0.21265 2.42128 -1.40392
O -3.23159 2.70462 -5.58595
H 0.91525 1.03473 4.70645
H -0.34292 1.21166 3.13939
H 3.23233 0.06706 4.44213
H -1.66777 -0.01652 -5.47605
N -2.24092 0.73450 -5.12423
C 0.21952 -0.00522 0.04688
H -2.92827 1.75021 -3.48704
H -0.49461 2.23896 -3.75429
H -2.53554 0.02525 -3.19166
C 1.15867 0.04277 5.08568
N 0.75037 -0.96837 4.13657
H 0.41455 -2.39989 5.57409
*
```

HOMO-LUMO gap ... 8.18 eV
E ... -41083.322 eV
Lowest unoccupied orbital energy ... 0.6 eV
Largest force on an atom ... 0.72 eV/A
SMILES ... CC(=O)NC[C@H]1CN(c2ccc(N3CCSCC3)c(F)c2)C(=O)O1

***

(5)
ORCA calculation (ωB97M-V/def2-TZVPD) on a molecular structure, C28H25Cl2N5O3STa in a non-equilibrium geometry.

Structure (ORCA input):
```
! wB97M-V def2-TZVPD RIJCOSX def2/J DEFGRID3
* xyz 1 1
C -1.27870 -0.59727 -2.24807
C 1.72334 4.75115 0.71026
O -3.71451 -1.13497 1.23151
H 0.21875 0.02073 5.62547
H -0.96099 -0.32977 -4.34677
H -1.58440 5.31454 0.31379
C -2.24358 -0.76697 -1.23757
Cl -5.66260 -0.82873 -3.28060
H -1.83739 -3.22219 -1.48860
H -1.89417 -4.94675 -1.06081
C 2.43971 -0.38437 -1.91937
C -1.99066 2.64301 0.25840
C 0.51671 2.66867 0.56357
C -2.47680 -0.32472 3.61447
H 1.32612 -0.46374 3.46456
H 0.54207 6.53606 0.57544
H -0.25987 -6.10220 0.56914
C 3.01908 2.60133 0.86103
C -3.03579 -0.53910 -3.89880
C 3.60537 -0.63633 0.05811
C -1.69032 -0.47644 -3.56989
C -1.76247 -0.07986 4.77472
C -3.98549 -0.72609 -2.90388
H -2.18695 2.01197 1.12946
H 3.56200 -0.82879 1.12336
N -1.72630 -0.80511 0.08038
H -1.97005 1.99301 -0.61919
N 0.05526 -0.51917 -1.79234
H 3.38040 2.26207 -0.11460
H 2.65911 5.28651 0.82179
O 1.11973 -0.54624 -3.85210
H -2.27694 0.16504 5.69416
C 3.60550 -0.16462 -2.62555
S -0.54353 -3.73130 0.43428
N 0.50166 1.28615 0.52459
C -2.53055 -0.87669 1.17918
C 4.81059 -0.18356 -1.94388
N 2.43812 -0.58197 -0.59440
C -1.24297 -4.07916 -1.17552
O 0.57269 -2.70164 0.19890
H 3.78997 3.22879 1.30675
Cl -3.49473 -0.37587 -5.54972
Ta 0.36424 -0.49088 0.29667
H -4.33585 -0.94552 -0.81284
H 5.73447 -0.51796 -0.02174
C -0.65650 4.76621 0.42644
H 2.87268 1.71904 1.48523
C 0.40554 -5.24155 0.61310
H 5.74049 -0.00328 -2.46679
C 0.53878 5.45369 0.56987
C -0.69138 3.38096 0.41787
C 1.73128 3.36508 0.71669
H -3.55605 -0.29349 3.57380
C 0.24612 -0.42630 3.54072
C -0.37456 -0.15117 4.73884
C 1.11961 -0.46968 -2.64122
H 3.54021 -0.00072 -3.69160
N -0.44266 -0.65014 2.41237
H 1.14274 -5.26752 -0.18777
C -3.58913 -0.83111 -1.57935
H -0.44290 -4.27993 -1.88749
H -2.81732 3.34232 0.14678
C -1.78088 -0.61975 2.45927
C 4.81216 -0.45411 -0.58080
H 0.90250 -5.19963 1.58035
*
```

HOMO-LUMO gap ... 6.61 eV
Energy above the lowest of the compared OMol25 structures with the same formula, charge and spin ... 4.7 kcal/mol
E ... -80465.706 eV
Lowest unoccupied orbital energy ... -3.6 eV
Largest force on an atom ... 1.23 eV/A

***

(6)
ORCA calculation (ωB97M-V/def2-TZVPD) on 2 unconnected molecules or ions with the total composition C6H10N2 in a non-equilibrium geometry.

Structure (ORCA input):
```
! wB97M-V def2-TZVPD RIJCOSX def2/J DEFGRID3
* xyz 0 1
C 0.59076 0.37559 -0.50923
H -3.09008 1.05846 -0.72056
C 2.04689 -1.41206 0.00421
H -1.70472 1.02185 0.46735
H 2.41422 -2.44654 0.13929
H 0.20139 -1.80801 -0.78326
C 0.88238 -1.00161 -0.53674
C 1.59671 1.24733 -0.00004
N 3.15920 -0.60005 0.35068
H -2.97749 -0.11577 1.47419
H 3.62156 1.45199 0.71475
C 2.83962 0.69416 0.42063
N -2.84523 -0.60677 0.65540
H 1.50299 2.25906 0.08219
H -0.39151 0.66465 -0.99371
C -2.34099 0.41051 -0.24568
H -3.88093 -1.00308 0.46009
H -1.62477 -0.18970 -0.97957
*
```

HOMO-LUMO gap ... 10.32 eV
Energy above the lowest of the compared OMol25 structures with the same formula, charge and spin ... 57.0 kcal/mol
E ... -9361.964 eV
Lowest unoccupied orbital energy ... 0.8 eV
Largest force on an atom ... 4.98 eV/A
SMILES ... c1ccncc1.CN